ORCA calculation (ωB97M-V/def2-TZVPD) on 2 unconnected molecules or ions with the total composition C5H12N2 at a distorted geometry.

Results
- Kohn-Sham gap (eV) = 8.94
- HOMO (eV) = -8.0
- molar mass (u) = 100.2
- spin multiplicity = 1
- energy above the lowest of the compared OMol25 structures with the same formula, charge and spin (kJ/mol) = 319.4
- total energy (Ha) = -307.10769
- E_LUMO (eV) = 0.9

```
19
Properties=species:S:1:pos:R:3:forces:R:3
C -0.2997 -1.9900 -0.5794 -0.1 -0.1 -0.2
C 1.6863 -0.6786 0.1036 0.0 0.0 -0.1
N -0.4983 1.9907 -0.0802 -1.8 -1.1 -0.3
H -1.1321 1.3496 0.4764 0.3 0.2 -0.1
H 1.6857 0.3740 0.3905 0.0 0.0 0.0
H -0.2497 1.7968 -2.1618 0.0 -0.1 0.1
C 0.3493 -1.3074 0.3513 0.0 0.2 0.2
H -1.2203 3.1833 -1.6702 0.0 0.0 0.1
N 0.4821 2.4802 0.3649 1.3 0.7 0.6
H 0.3078 -1.8018 2.4295 0.1 0.0 0.1
H -0.0007 -0.1098 2.0894 0.0 0.2 0.1
C -1.0148 2.1342 -1.4659 0.2 0.2 -0.4
H 2.4488 -1.1746 0.7040 0.1 0.0 0.1
H 1.9652 -0.7504 -0.9438 0.1 0.0 -0.1
H -1.2624 -1.3203 1.7841 0.0 -0.1 0.0
H 0.1121 -2.1297 -1.5668 0.1 0.0 -0.1
H -1.9149 1.5365 -1.5735 -0.1 -0.1 0.0
H -1.2512 -2.4607 -0.3923 -0.2 0.0 0.1
C -0.1932 -1.1220 1.7403 -0.1 -0.1 -0.1
```
Positions in Å, forces in eV/Å.